1.
Computed, not measured: a structure of composition C23H61F6HgNO23S2 at a distorted geometry, with ωB97M-V/def2-TZVPD.

## Properties
DFT total energy = -4247.027000 a.u.
HOMO-LUMO gap = 0.3499 Eh

The geometry in ORCA input format:
```
! RIJCOSX wB97M-V def2-TZVPD def2/J DEFGRID3
* xyz 0 1
Hg 14.51 11.98 11.96
C 14.71 10.73 8.87
C 14.93 12.22 9.06
C 14.74 13.04 7.83
O 14.12 12.68 10.11
H 13.68 10.58 8.61
H 15.00 10.21 9.82
H 15.31 10.31 8.08
H 16.00 12.42 9.37
H 13.81 12.83 7.27
H 15.50 12.73 7.13
H 14.95 14.09 8.05
C 14.91 16.82 13.76
F 13.80 17.17 14.51
F 14.76 17.35 12.54
F 16.07 17.24 14.30
S 14.91 14.98 13.75
O 15.18 14.60 15.10
O 13.62 14.54 13.22
N 16.04 14.44 12.67
S 17.61 14.44 12.78
O 18.23 15.38 13.67
O 18.11 13.08 12.78
C 18.20 14.99 11.05
F 19.49 15.04 11.02
F 17.89 13.82 10.27
F 17.61 16.00 10.44
C 12.89 6.97 9.03
C 11.61 6.58 9.73
O 10.65 6.17 8.73
O 13.75 7.45 10.09
H 12.67 7.78 8.31
H 13.44 6.11 8.56
H 11.18 7.47 10.15
H 11.75 5.86 10.56
H 10.91 5.37 8.23
H 14.41 7.99 9.63
C 12.03 15.12 9.38
C 12.97 15.70 10.46
O 14.36 15.61 9.99
O 11.84 13.76 9.30
H 12.60 15.47 8.45
H 11.09 15.66 9.41
H 12.78 15.17 11.39
H 12.72 16.76 10.52
H 14.76 15.07 10.66
H 12.70 13.31 9.54
C 16.16 9.47 13.27
C 16.12 10.58 14.25
O 14.96 11.38 14.07
O 16.37 10.05 12.00
H 15.23 8.90 13.30
H 17.01 8.80 13.40
H 16.94 11.28 14.15
H 16.11 10.23 15.30
H 14.28 11.07 14.72
H 17.29 10.24 11.84
C 11.23 11.49 16.69
C 12.55 11.77 16.22
O 13.28 10.66 15.86
O 10.48 10.79 15.71
H 10.82 12.48 17.04
H 11.27 10.83 17.58
H 13.04 12.35 17.07
H 12.54 12.45 15.36
H 12.70 9.90 15.77
H 9.97 11.48 15.24
C 9.08 14.26 14.24
C 10.03 15.09 13.38
O 10.48 14.31 12.27
O 9.76 13.14 14.68
H 8.19 13.97 13.64
H 8.83 14.81 15.12
H 10.96 15.35 13.91
H 9.55 15.99 12.99
H 9.74 14.15 11.62
H 10.64 13.11 14.30
C 11.36 6.95 15.48
C 12.82 6.51 15.27
O 13.60 6.60 16.43
O 11.49 8.32 15.89
H 10.93 6.24 16.20
H 10.85 6.87 14.52
H 13.17 7.03 14.38
H 12.80 5.44 15.06
H 13.43 7.45 16.93
H 10.78 8.98 15.79
C 11.59 10.14 11.43
C 11.09 10.94 12.59
O 11.93 12.02 13.00
O 12.92 9.84 11.70
H 11.46 10.71 10.52
H 10.94 9.22 11.39
H 11.14 10.24 13.46
H 10.10 11.31 12.50
H 11.62 12.86 12.63
H 13.17 8.99 11.27
C 7.19 12.39 9.11
C 8.61 11.89 9.33
O 9.26 12.77 10.25
O 6.60 12.54 10.38
H 6.52 11.69 8.58
H 7.18 13.39 8.60
H 9.22 11.89 8.42
H 8.53 10.89 9.66
H 10.04 13.05 9.78
H 6.96 13.32 10.80
C 18.63 9.17 9.54
C 18.60 10.48 8.85
O 19.87 11.12 9.06
O 18.85 9.42 10.90
H 19.46 8.53 9.09
H 17.68 8.65 9.46
H 17.81 11.16 9.20
H 18.49 10.31 7.76
H 19.72 12.05 9.28
H 19.57 10.07 10.96
*
```

Atomic partial charges in e from the Löwdin method, atoms 1 to 2: Hg 1.3596; C -0.0613

2.
Computed, not measured: a structure of composition C6H7NO at a distorted geometry, with ωB97M-V/def2-TZVPD.

## Properties
DFT total energy = -362.623130 a.u.
Energy relative to the best compared isomer or geometry (same formula, charge and spin) = 119.4 kcal/mol
HOMO-LUMO gap = 0.3337 Eh

The geometry in ORCA input format:
```
! RIJCOSX wB97M-V def2-TZVPD def2/J DEFGRID3
* xyz 0 1
C 1.91 -0.44 0.54
C 0.93 -0.21 -0.59
C -0.81 0.85 -0.26
C -2.06 0.94 0.28
C -1.60 -1.13 -0.29
C -0.53 -0.41 -0.36
H 1.41 -0.35 1.65
H 2.33 -1.51 0.24
H 2.68 0.38 0.65
H 1.56 -0.51 -1.49
H 0.87 1.94 0.03
H -2.50 1.78 0.92
H -2.02 -2.25 -0.61
N 0.48 1.20 -0.71
O -2.65 -0.30 0.01
*
```

Atomic partial charges in e from the natural (NBO) method, atoms 1 to 2: C -0.6274; C -0.0522

- Number 2 is which compound?
  C6H7NO

- Among the records above, which one has the highest DFT total energy?
  C6H7NO

- Which of these has the lowest DFT total energy?
  C23H61F6HgNO23S2